70
Properties=species:S:1:pos:R:3:forces:R:3:lowdin_charge:R:1 method="wB97M-V/def2-TZVPD" total_energy_ha=-4283.9168 homo_ev=-7.6005 e_above_lowest_kcal_mol=38.2
Zr -0.3242 0.4108 1.2577 -1.427 -0.782 1.277 1.526
N -2.2702 -1.2781 1.3007 0.165 -0.004 -0.633 -0.050
C -2.5459 -1.5340 -0.1286 -0.179 0.137 -0.155 -0.129
C -2.5613 -0.1941 -0.8663 -0.229 -0.438 0.202 -0.563
O -3.2930 0.0035 -1.8229 0.034 0.128 0.019 0.052
N -1.6990 0.6765 -0.3107 -0.524 0.738 -0.691 -0.171
C -1.7253 2.0659 -0.7786 0.063 -0.162 -0.037 -0.099
C -0.9502 2.7771 0.3283 -0.928 1.190 -0.440 -0.624
O 0.2074 2.1751 0.5662 0.168 0.891 -0.501 -0.317
O -1.4026 3.6764 0.9920 0.259 0.078 -0.305 0.112
H -2.1369 -2.1691 1.7636 0.126 0.006 0.128 0.031
H -3.1103 -0.8800 1.7066 0.063 0.144 0.176 0.101
H -3.4997 -2.0312 -0.3071 0.002 -0.006 0.041 0.129
H -1.7488 -2.1610 -0.5309 0.011 -0.006 -0.026 0.104
H -2.7417 2.4458 -0.8510 -0.006 0.020 0.006 0.134
H -1.2276 2.1783 -1.7481 -0.012 0.072 0.002 0.120
O 1.6979 0.1194 1.8046 1.127 -0.033 0.240 -0.495
S 1.7950 -1.3265 1.4810 1.017 -1.116 0.474 0.496
O 2.1759 -2.1924 2.5533 0.184 0.099 -0.231 -0.260
O 0.4354 -1.6383 0.9287 0.511 -0.545 -0.118 -0.502
C 3.0230 -1.3868 0.2185 -0.259 0.183 -0.022 -0.286
C 4.2563 -1.9390 0.5178 -0.061 -0.140 0.132 -0.038
C 5.2867 -1.7999 -0.3970 0.004 0.027 -0.054 -0.052
C 5.0643 -1.1121 -1.5811 0.054 0.010 -0.032 -0.047
C 3.8188 -0.5715 -1.8714 -0.157 -0.062 0.064 -0.041
C 2.7678 -0.7009 -0.9703 -0.086 -0.088 0.072 -0.295
P 1.0548 -0.0691 -1.2543 0.587 -0.468 -1.173 1.129
C 1.3775 1.1063 -2.6195 -0.103 0.185 0.345 -0.357
C 1.4164 0.7656 -3.9695 0.036 -0.016 0.035 -0.093
C 1.7605 1.7195 -4.9155 -0.006 -0.026 -0.013 -0.071
C 2.0728 3.0131 -4.5218 0.006 0.040 -0.020 -0.076
C 2.0362 3.3596 -3.1792 0.008 0.012 -0.008 -0.064
C 1.6830 2.4123 -2.2303 0.026 -0.059 -0.011 -0.086
C 0.3371 -1.5171 -2.1390 -0.103 0.148 0.049 -0.341
C -0.7629 -1.2906 -2.9679 0.111 0.028 0.081 -0.128
C -1.4318 -2.3509 -3.5588 -0.060 0.021 -0.051 -0.062
C -1.0139 -3.6521 -3.3275 -0.015 -0.042 0.009 -0.077
C 0.0852 -3.8881 -2.5143 0.038 -0.015 0.008 -0.074
C 0.7586 -2.8287 -1.9254 -0.027 0.110 -0.043 -0.084
H 4.3902 -2.4616 1.4558 0.037 0.049 -0.010 0.118
H 6.2622 -2.2114 -0.1772 -0.006 -0.021 -0.015 0.112
H 5.8697 -0.9898 -2.2939 0.009 -0.018 0.014 0.112
H 3.6588 -0.0499 -2.8045 0.033 0.037 -0.021 0.106
H 1.1894 -0.2446 -4.2816 0.000 -0.003 -0.028 0.105
H 1.7892 1.4473 -5.9627 -0.001 0.009 0.001 0.106
H 2.3445 3.7537 -5.2631 -0.006 -0.008 -0.004 0.105
H 2.2821 4.3674 -2.8712 -0.021 -0.002 0.012 0.109
H 1.6419 2.6732 -1.1797 0.035 0.052 -0.032 0.099
H -1.1168 -0.2807 -3.1330 -0.026 -0.027 -0.048 0.108
H -2.2902 -2.1554 -4.1881 -0.006 0.016 0.029 0.115
H -1.5450 -4.4827 -3.7744 0.011 0.013 -0.023 0.105
H 0.4242 -4.9008 -2.3363 -0.009 0.005 -0.001 0.106
H 1.6144 -3.0328 -1.2996 0.061 -0.028 0.065 0.099
F -5.2095 3.2187 5.4492 -0.125 -0.003 0.050 0.126
C -3.9872 2.9182 5.0171 0.228 -0.003 -0.019 -0.143
C -3.8062 2.2230 3.8371 -0.023 0.010 0.033 -0.143
F -4.8508 1.8133 3.1152 -0.061 0.003 -0.048 0.124
C -2.5210 1.9491 3.4311 0.322 0.084 0.214 -0.218
F -2.3595 1.2467 2.2640 -0.271 -0.017 -0.068 -0.051
C -1.3681 2.3059 4.1133 -0.697 0.173 0.198 -0.546
S 0.1865 1.9095 3.5034 0.315 -0.231 -0.084 0.701
C -1.5958 2.9983 5.3094 0.117 -0.180 -0.311 -0.227
F -0.5561 3.3786 6.0503 0.018 0.059 0.095 0.097
C -2.8691 3.2964 5.7500 -0.137 -0.002 -0.006 -0.140
F -3.0434 3.9470 6.8996 0.005 0.065 0.059 0.126
Cl -2.1761 -3.2395 4.1839 -0.016 -0.064 -0.020 0.562
C -0.5249 -2.7127 3.8316 -0.144 0.093 -0.267 -0.907
Cl -0.4286 -0.9308 3.6656 -0.089 -0.355 1.444 0.619
H -0.1879 -3.1522 2.9018 -0.006 -0.055 -0.028 0.018
H 0.1176 -2.9952 4.6550 0.035 0.089 0.025 0.042

***

21
Properties=species:S:1:pos:R:3:forces:R:3:lowdin_charge:R:1 method="wB97M-V/def2-TZVPD" total_charge=+2 total_energy_ha=-688.2637 homo_ev="-19.3339 / -19.3349" multiplicity=2 e_above_lowest_kcal_mol=13.4
C 1.2435 0.7368 1.3849 -0.651 0.602 -1.625 -0.002
C 0.3365 0.6899 0.0547 3.145 1.002 2.137 -0.325
C -1.0482 0.3524 0.5647 -0.714 0.329 -1.395 -0.182
C -2.3261 0.8078 -0.2594 1.239 -0.916 1.176 -0.426
S -2.0815 1.0062 -2.0103 -0.802 0.054 0.589 1.189
N 1.0700 -0.2225 -0.9365 -1.640 -0.868 0.219 0.198
H 0.8690 0.0825 2.1656 0.373 -0.369 -0.095 0.093
H 2.2708 0.5908 1.0565 0.142 -0.273 0.590 0.092
H 1.1669 1.7626 1.7479 0.051 -0.099 0.145 0.101
H 0.5674 1.6780 -0.3417 -1.065 0.189 -0.281 0.149
H -1.1941 0.8771 1.5096 0.349 -0.012 -0.006 0.136
H -1.0923 -0.7080 0.8250 -0.142 -0.025 -0.249 0.141
H -3.0637 0.0383 -0.0067 -0.560 0.151 -0.668 0.124
H -2.6978 1.7296 0.2119 -0.173 0.201 -0.607 0.130
H -3.3822 1.2550 -2.3425 0.228 0.013 -0.077 0.006
H 1.2117 -1.1779 -0.5059 0.273 -0.043 -0.397 0.105
H 0.4883 -0.3297 -1.7645 0.111 -0.371 -0.214 0.132
H 1.9795 0.0789 -1.3062 -0.090 0.432 0.648 0.187
H 1.9866 -3.0361 0.7311 0.294 0.791 -0.100 0.100
H 1.7462 -3.5255 -0.5956 -0.081 -0.298 -1.062 0.079
O 1.9496 -2.6863 -0.1827 -0.289 -0.489 1.273 -0.029

***

119
Properties=species:S:1:pos:R:3:forces:R:3:lowdin_charge:R:1 method="wB97M-V/def2-TZVPD" total_charge=-1 total_energy_ha=-12562.5961 homo_ev=-5.4807
Ca -0.7408 -1.8385 1.0455 0.721 5.642 -1.418 1.078
C 3.8392 0.4541 0.1091 0.189 0.112 0.152 -0.188
N 3.0224 0.1219 -1.0674 -0.405 -0.327 0.085 -0.517
P 1.6713 1.1743 -1.3208 0.638 0.451 -1.017 1.006
C 1.5018 1.0566 -3.1654 -0.264 0.084 0.035 -0.360
C 0.2581 1.3963 -3.6838 0.155 0.058 0.113 -0.119
C 0.0539 1.4578 -5.0496 -0.069 0.087 -0.192 -0.094
C 1.0962 1.1716 -5.9151 -0.053 0.062 -0.093 -0.101
C 2.3399 0.8341 -5.4063 0.073 0.019 -0.072 -0.086
C 2.5421 0.7779 -4.0402 -0.022 0.076 0.019 -0.095
C 2.5569 2.7854 -1.5567 -0.266 -0.016 0.295 -0.355
C 3.8903 2.9294 -1.9196 0.004 -0.014 0.097 -0.099
C 4.4236 4.1888 -2.1294 0.079 -0.038 -0.032 -0.083
C 3.6217 5.3149 -2.0273 -0.047 0.075 0.029 -0.096
C 2.2807 5.1753 -1.7071 -0.002 0.164 -0.053 -0.088
C 1.7579 3.9186 -1.4643 -0.051 -0.225 0.090 -0.129
P 2.3850 -1.5100 -0.7482 1.254 0.417 -1.348 1.104
C 3.9476 -2.3952 -1.1793 -0.125 -0.062 0.276 -0.344
C 5.0065 -1.8335 -1.8893 -0.139 0.010 0.066 -0.117
C 6.1269 -2.5877 -2.1856 0.075 -0.011 -0.045 -0.090
C 6.1925 -3.9142 -1.7893 0.047 -0.114 -0.022 -0.099
C 5.1393 -4.4849 -1.0930 0.061 -0.118 -0.025 -0.079
C 4.0285 -3.7236 -0.7774 -0.087 0.234 0.039 -0.088
C 1.5306 -1.7989 -2.3604 -0.150 -0.302 0.329 -0.351
C 2.1335 -2.3309 -3.4944 -0.069 -0.051 0.010 -0.075
C 1.3870 -2.5894 -4.6314 0.080 -0.025 -0.038 -0.074
C 0.0277 -2.3299 -4.6472 -0.053 0.007 0.040 -0.076
C -0.5856 -1.8065 -3.5199 -0.191 0.075 0.084 -0.071
C 0.1620 -1.5430 -2.3864 0.081 -0.322 0.037 -0.148
H 3.9894 1.5294 0.1718 0.080 -0.017 0.094 0.058
H 4.8121 -0.0295 -0.0019 0.037 0.068 0.068 0.075
H 3.3975 0.1078 1.0479 0.049 0.096 0.058 0.044
H -0.5485 1.6135 -2.9954 -0.148 0.002 0.024 0.101
H -0.9172 1.7263 -5.4429 -0.072 -0.001 -0.012 0.098
H 0.9440 1.2126 -6.9845 -0.032 0.005 -0.078 0.094
H 3.1564 0.6191 -6.0828 0.055 -0.045 -0.024 0.100
H 3.5128 0.5175 -3.6473 0.108 -0.080 0.083 0.091
H 4.5091 2.0522 -2.0354 0.095 -0.093 0.039 0.096
H 5.4724 4.2896 -2.3710 0.069 0.024 -0.068 0.099
H 4.0418 6.2968 -2.1926 0.023 0.069 -0.021 0.095
H 1.6431 6.0453 -1.6387 -0.037 0.085 0.027 0.101
H 0.7160 3.7860 -1.1921 -0.009 0.149 -0.031 0.074
H 4.9353 -0.8067 -2.2190 -0.022 0.100 0.017 0.088
H 6.9486 -2.1455 -2.7348 0.017 0.017 -0.008 0.098
H 7.0651 -4.5033 -2.0295 0.091 -0.079 -0.010 0.095
H 5.1805 -5.5226 -0.7966 0.033 -0.097 0.048 0.102
H 3.2008 -4.1448 -0.2233 0.039 -0.132 0.091 0.088
H 3.1928 -2.5431 -3.5027 0.016 -0.028 0.019 0.100
H 1.8760 -2.9950 -5.5080 -0.016 -0.022 -0.031 0.103
H -0.5533 -2.5463 -5.5328 -0.061 0.013 -0.043 0.102
H -1.6492 -1.6070 -3.5201 -0.050 -0.003 -0.010 0.112
H -0.3113 -1.1396 -1.4922 -0.038 0.019 -0.301 0.079
C -0.0947 4.4290 1.3909 -0.150 -0.731 -0.234 -0.313
As -0.1314 2.3547 1.3481 -0.076 1.877 0.274 1.142
C 1.6738 2.3884 2.0948 0.063 -0.134 0.006 -0.310
C -1.0294 2.0758 3.0855 0.127 0.010 0.186 -0.371
C -2.5446 2.2872 3.1986 -0.105 -0.217 -0.102 -0.686
C -2.9851 1.6813 4.5318 0.090 0.035 -0.232 -0.057
C -3.2421 1.6029 2.0297 0.518 -0.401 -0.109 -0.349
As -2.8963 -0.3877 1.7261 -3.526 2.843 0.700 1.209
C -4.5094 -0.9058 2.7757 0.260 -0.185 -0.096 -0.264
C -3.9248 -0.2451 0.0359 0.135 -0.218 -0.059 -0.281
C -2.8741 3.7839 3.1558 -0.101 -0.052 -0.031 -0.380
As -4.7153 4.5633 3.0625 -0.057 -0.047 -0.046 1.127
C -5.1708 4.2258 1.1642 -0.022 0.015 0.150 -0.351
C -6.0012 3.2625 3.8389 0.204 0.123 -0.076 -0.358
H -0.1616 4.7892 2.4147 -0.027 -0.053 0.132 0.011
H -0.8837 4.8877 0.7969 -0.110 0.010 -0.035 0.000
H 0.8627 4.7471 0.9787 0.010 -0.101 -0.006 -0.008
H 1.7335 3.1086 2.9123 -0.113 0.038 -0.036 0.036
H 2.3891 2.6784 1.3271 -0.043 0.089 -0.097 0.007
H 1.9432 1.4105 2.4647 0.180 -0.036 0.115 -0.027
H -0.5181 2.6687 3.8505 0.068 -0.041 -0.009 0.085
H -0.8208 1.0193 3.2868 0.057 0.049 0.173 0.045
H -2.6787 0.6352 4.5552 -0.045 -0.013 0.179 0.056
H -4.0619 1.7466 4.6558 -0.132 -0.062 0.081 0.055
H -2.5072 2.2111 5.3551 0.060 -0.013 0.119 0.090
H -2.9146 2.1021 1.1049 -0.234 -0.175 0.093 0.051
H -4.3254 1.7199 2.1349 0.173 -0.227 -0.178 0.032
H -5.3941 -0.4145 2.3577 0.217 0.023 -0.015 0.030
H -4.4128 -0.6544 3.8302 0.117 0.073 -0.106 0.014
H -4.6081 -1.9809 2.6852 -0.153 0.014 0.084 0.000
H -4.7771 0.4393 0.1181 0.282 -0.049 0.152 0.030
H -4.2932 -1.2371 -0.2098 -0.060 -0.005 -0.122 0.006
H -3.2598 0.0871 -0.7638 -0.064 0.013 -0.036 0.026
H -2.4088 4.1944 2.2564 -0.087 0.170 0.075 0.025
H -2.3930 4.2697 4.0112 -0.073 0.068 -0.053 0.063
H -4.3313 4.5006 0.5301 0.105 0.035 -0.015 0.012
H -6.0237 4.8422 0.8800 0.007 0.056 0.097 0.006
H -5.4235 3.1872 0.9761 0.016 -0.128 -0.011 0.000
H -5.8900 3.2096 4.9200 0.064 0.004 0.025 0.009
H -5.9100 2.2662 3.4159 0.015 -0.098 -0.014 -0.003
H -7.0036 3.6368 3.6275 0.039 0.083 -0.059 0.010
O -2.0223 -1.7959 4.1851 0.422 -0.468 -0.567 -0.181
P -0.6912 -2.6802 3.8277 -0.421 0.341 3.008 0.236
O -0.3995 -3.5907 4.9387 0.085 -0.195 -0.213 -0.246
O -0.8977 -3.1863 2.4279 -0.078 -1.635 2.788 -0.537
O 0.3862 -1.4595 3.8259 -0.267 -0.519 -0.760 -0.239
P 1.4193 -1.1254 2.6198 2.220 0.740 1.499 0.160
O 1.8962 -2.5908 2.1329 -0.624 0.576 -0.172 -0.166
O 2.5781 -0.4267 3.2007 -0.068 0.141 0.033 -0.273
O 0.6104 -0.4705 1.5276 2.038 1.528 0.894 -0.566
H -2.1252 -1.8484 5.1348 -0.134 -0.046 0.441 0.078
H 2.4683 -2.9441 2.8157 0.259 -0.306 0.244 0.101
F -4.7772 -3.7126 -0.8999 0.442 0.161 0.340 0.108
C -3.7279 -4.5188 -0.6174 -0.390 -0.117 -0.441 -0.618
F -4.2501 -5.6486 -0.1248 0.347 0.158 0.284 0.130
F -3.1605 -4.8203 -1.7909 0.229 0.150 0.277 0.127
S -2.5340 -3.6708 0.5866 -5.408 -3.784 -2.529 0.562
O -2.1613 -2.5281 -0.2047 -1.425 -0.110 -2.122 -0.475
O -3.4348 -3.4328 1.6634 0.354 -0.023 0.688 -0.265
N -1.5172 -4.8278 0.6271 0.206 0.255 0.845 -0.253
S 0.0131 -4.4738 0.6112 1.911 -5.446 -2.724 0.609
O 0.3324 -3.2080 0.0319 1.502 -0.834 -1.227 -0.500
O 0.8662 -5.1025 1.5548 -0.260 0.203 0.625 -0.219
C 0.3152 -5.5501 -0.9370 -0.150 -0.131 -0.804 -0.602
F -0.3540 -4.9993 -1.9693 0.048 0.013 0.293 0.108
F 1.5981 -5.6435 -1.3407 -0.128 0.346 0.647 0.114
F -0.1235 -6.8148 -0.8139 -0.027 0.365 0.424 0.121